{
  "formula": "C12H17N",
  "method": "ωB97M-V/def2-TZVPD",
  "symbols": ["H", "C", "H", "C", "C", "C", "N", "H", "H", "H", "H", "H", "H", "H", "C", "H", "C", "C", "H", "C", "C", "H", "H", "H", "C", "H", "C", "H", "H", "C"],
  "xyz": [[-3.47934, 1.75361, -0.36811], [-2.18286, -0.01903, -0.49925], [-1.82320, 1.96412, 0.15919], [-1.11057, -1.95162, 0.05925], [0.98576, -0.84174, 1.41776], [2.44978, 2.15808, -0.16541], [-2.11756, -2.24982, -0.82174], [-2.63938, -3.08703, -1.00975], [2.32420, 1.21901, -0.70128], [2.56164, 3.51163, -1.88516], [1.86907, -0.46452, 1.88620], [3.96565, 3.23404, 0.90380], [1.64037, 4.19239, -0.50179], [-2.13921, 1.83280, -1.52804], [-2.45063, 1.45965, -0.54939], [-3.71768, -1.06017, -1.65676], [-1.11633, -0.56415, 0.30791], [-2.78871, -1.06004, -1.10900], [0.96784, 3.00061, -1.52147], [-0.02344, -0.02000, 1.01363], [3.90602, 2.38432, 0.23068], [4.54269, 2.42838, -0.65540], [4.33431, 1.49110, 0.68040], [-0.19492, -3.85898, 0.38943], [1.91264, 3.28192, -1.03841], [1.85821, -2.82331, 1.35501], [0.98725, -2.22707, 1.15469], [-0.05425, 1.04013, 1.21592], [1.86746, 2.16862, 0.74965], [-0.09950, -2.79406, 0.53558]],
  "forces_ev_per_angstrom": [[-0.170, -0.092, -0.017], [0.118, 0.828, 1.094], [0.226, 0.265, 0.507], [0.433, -0.415, 0.395], [0.650, -0.584, -0.109], [0.268, 0.705, -0.093], [-1.418, 1.007, -0.384], [0.667, -0.485, 0.354], [-0.026, -0.162, 0.234], [0.262, 0.164, 0.206], [0.285, 0.495, 0.328], [0.473, 0.137, -0.146], [0.506, 0.074, 0.140], [-0.203, 0.164, -0.025], [0.051, -0.439, -0.850], [0.152, -0.100, -0.267], [0.555, -0.836, -0.925], [-0.015, -0.080, 0.200], [0.026, -0.232, 0.166], [-1.201, 0.193, -0.187], [-0.040, -0.995, -0.534], [-0.070, 0.870, -0.089], [-0.243, -0.045, 0.724], [0.253, -0.166, -0.202], [-0.861, 0.011, -0.720], [0.110, -0.153, 0.427], [-0.677, 0.361, -0.253], [0.378, 0.099, 0.081], [-0.240, -0.480, 0.102], [-0.251, -0.108, -0.157]],
  "smiles": "Cc1c[nH]c2ccccc12.CCC",
  "molar_mass_g_mol": 175.3,
  "gap_ev": 8.82,
  "e_above_lowest_kcal_mol": 14.91,
  "e_tot_ev": -14209.6910,
  "homo_energy_ev": -7.88
}